[1]
The following is a quantum chemistry calculation of C2H2N2O in the gas phase, from OMol25.

Positions of all 7 atoms, in Å:
O1 -1.946474 -0.311328 -1.631127
N1 -0.272659 -0.338661 -0.198883
N2 0.402523 0.203808 0.935613
C1 -1.557457 0.078993 -0.576394
C2 1.448524 -0.048614 0.359992
H1 2.398574 -0.310936 -0.111443
H2 -2.058592 0.609586 0.330680

Force components x, y, z for each atom (eV/Å):
-1.3836 0.5042 -0.2630
1.9871 -0.9223 0.0168
-0.2590 0.6530 1.0630
1.7360 0.3951 1.8677
-1.6723 -0.3699 -1.6962
-0.5634 0.2863 0.5670
0.1553 -0.5465 -1.5552

As for the relative energy (zero: lowest compared OMol25 entry of this formula, charge and spin): 130.23 kcal per mole. As for the SMILES: O=CN1C=N1. As for the max |F|: 0.0502 hartree/bohr.


[2]
The following is a quantum chemistry calculation of C5H8N2O3S in the gas phase, from OMol25.

Positions of all 19 atoms, in Å:
S1 0.569966 1.196763 -2.356256
O1 -1.674158 0.853069 -0.830087
O2 1.651392 0.531255 0.068262
O3 1.909619 1.809969 1.862489
N1 -0.781994 0.375683 0.027069
N2 0.734184 -1.185904 -1.277089
C1 -0.302551 1.364597 1.142335
C2 0.911118 0.151585 -1.068536
C3 1.287939 1.297659 1.009898
C4 0.374192 -1.851086 -0.024483
C5 -0.916652 -1.002108 0.361802
H1 1.114158 -1.526144 0.698589
H2 -1.267097 1.362066 -1.535389
H3 0.309029 -2.887964 -0.191919
H4 -0.533243 2.432594 0.979506
H5 0.103616 -1.413361 -1.994175
H6 -0.697307 1.010026 2.069531
H7 -1.176507 -1.198313 1.344497
H8 -1.615704 -1.320385 -0.286045

Force components x, y, z for each atom (eV/Å):
1.3908 0.3804 -0.1197
-3.7643 -0.6219 1.0444
2.9992 -2.6055 -3.3185
2.2563 0.7438 0.7365
2.6593 2.3616 2.2157
2.2325 -0.4303 2.5740
0.8005 -1.1856 -3.0175
-2.1337 1.4849 -1.0345
-5.4682 0.6815 2.3069
0.0079 3.6135 -0.1907
2.0102 -0.5597 -0.0098
0.3971 -0.9395 0.1331
1.6093 0.3626 -0.8881
-0.4814 -1.1848 0.3302
-0.5270 -0.8091 -0.3124
-0.5213 0.2125 -1.3958
0.2343 -0.0512 0.7827
-0.7481 -0.0966 2.0233
-2.9534 -1.3565 -1.8599

As for the relative energy (zero: lowest compared OMol25 entry of this formula, charge and spin): 83.18 kcal per mole. As for the SMILES: O=C1CN(O)CCNC(=S)O1. As for the max |F|: 0.1162 hartree/bohr.


[3]
The following is a quantum chemistry calculation of 11 unconnected molecules or ions with the total composition C78H81BClN2O4PS, from OMol25.

Positions of all 169 atoms, in Å:
Cl1 -5.088455 0.739095 2.389682
S1 -0.532168 -1.943663 3.476815
P1 4.488776 -1.243796 1.059276
O1 3.209906 -3.060080 -0.963858
O2 4.595519 -4.649815 0.260407
O3 3.211743 -5.398923 -1.540954
O4 -8.424089 -1.245973 -1.082655
N1 -1.140977 -3.485465 1.092127
N2 -8.183789 0.230475 0.620380
C1 -10.705310 2.508863 0.711376
C2 -1.082095 2.620986 1.311755
C3 0.867427 -9.009645 -3.346927
C4 -7.414877 3.495876 4.475013
C5 4.612094 -0.079027 2.491083
C6 1.073329 -3.278507 0.062786
C7 3.492946 -3.553145 -6.515694
C8 1.912530 -1.706441 2.192207
C9 -2.124034 0.856619 6.651276
C10 4.343022 -0.206247 -0.470778
C11 3.564345 -4.058612 -5.224005
C12 -3.227679 -2.306393 0.536533
C13 7.717035 7.880009 2.659959
C14 0.186937 -3.012062 1.099701
C15 -0.209285 -7.234808 -2.134228
C16 -2.985788 1.710690 8.725918
C17 3.663090 -7.882428 -8.430015
C18 -1.264043 -9.387466 -2.299697
C19 -2.396385 4.431926 2.194539
C20 3.003874 -7.788769 -6.120477
C21 -2.258882 3.086187 1.883708
C22 -2.506457 -0.635212 8.498100
C23 2.419766 3.342409 -5.866280
C24 -0.177422 4.847396 1.366413
C25 3.934974 3.495898 -7.726497
C26 -2.089983 -0.422189 7.191526
C27 -1.963968 -1.687285 2.470283
C28 3.064036 4.102992 -6.832276
C29 2.835119 -3.463451 -4.203901
C30 5.514451 7.246903 3.384711
C31 5.188322 8.584281 3.561949
C32 6.126647 9.569650 3.287910
C33 2.038403 -2.359326 -4.476220
C34 9.283750 2.785934 -0.641813
C35 4.460205 -8.986091 -8.157946
C36 7.391983 9.217314 2.839802
C37 -11.988263 4.517814 1.037277
C38 1.972205 -1.848708 -5.764860
C39 -2.889587 -0.703159 2.773689
C40 -10.980509 3.655145 1.445686
C41 7.233510 4.621551 -0.268915
C42 -1.271543 -8.078433 -1.839183
C43 6.966789 3.391778 -0.853894
C44 -7.835030 -0.932605 -0.087522
C45 2.807872 -1.955956 1.155252
C46 -0.040355 3.501626 1.054581
C47 -7.183626 3.407912 7.239969
C48 -6.384354 2.775538 5.064094
C49 -4.179923 -1.329915 0.820879
C50 4.533283 -9.488114 -6.866302
C51 0.861580 -7.700966 -2.884245
C52 -5.361435 -1.130667 -0.089730
C53 -6.268498 2.729836 6.446655
C54 0.632360 -2.244133 2.170399
C55 4.163343 2.128656 -7.653795
C56 2.365416 -2.776062 0.109340
C57 -11.440032 2.224450 -0.431029
C58 -3.996185 -0.540027 1.951717
C59 5.268223 1.249628 2.106837
C60 2.643757 1.974183 -5.797831
C61 2.698516 -2.447319 -6.786398
C62 3.803794 -8.889985 -5.847813
C63 -2.570068 1.923982 7.418628
C64 8.524966 4.931056 0.133260
C65 -1.355849 5.313074 1.933833
C66 -8.210725 4.133377 6.651352
C67 2.936898 -7.282020 -7.410872
C68 -8.327695 4.176321 5.269060
C69 -12.451988 3.083986 -0.836571
C70 9.550875 4.014987 -0.054419
C71 -12.725235 4.230816 -0.103599
C72 7.990756 2.472552 -1.038111
C73 -0.196697 -9.851933 -3.056267
C74 6.777679 6.894152 2.930026
C75 3.515770 1.367080 -6.690647
C76 -2.115375 -2.505672 1.351952
C77 -6.671074 -1.740879 0.442604
C78 -2.956278 0.431287 9.264589
B1 3.680742 -4.374292 -0.741722
H1 -7.506966 3.527825 3.395642
H2 5.958793 3.148116 -1.166018
H3 1.743232 3.816388 -5.166597
H4 8.704466 7.606388 2.310283
H5 5.158862 -10.345329 -6.653043
H6 7.029807 5.850805 2.786068
H7 8.731278 5.888866 0.593134
H8 -6.708680 -1.755622 1.529283
H9 4.900384 -0.719257 -1.242542
H10 -0.194539 -10.871190 -3.420023
H11 3.691824 0.300585 -6.633155
H12 4.187836 -4.918675 -5.012734
H13 4.136001 -4.904905 1.067166
H14 -5.671511 2.246471 4.445660
H15 -1.798999 1.023242 5.631229
H16 4.539891 1.884691 1.614052
H17 4.783369 6.478364 3.600845
H18 -10.408398 3.875881 2.338614
H19 -5.506963 -0.056889 -0.203411
H20 -0.214899 -6.210426 -1.780958
H21 -2.592660 2.921422 6.997953
H22 2.839658 -6.086933 -0.978250
H23 -3.283656 0.265418 10.282831
H24 -1.343239 -4.007062 0.251076
H25 -8.121786 1.012363 -0.022965
H26 2.887299 5.169423 -6.887942
H27 1.470237 -1.894989 -3.679040
H28 2.433267 -7.322432 -5.327296
H29 -6.824281 -2.736501 0.045223
H30 -7.515318 0.372350 1.369616
H31 -2.481767 -1.632142 8.918669
H32 3.860866 -9.282598 -4.840039
H33 2.318846 -6.418396 -7.621098
H34 7.780793 1.511554 -1.490699
H35 -12.200283 5.413176 1.607753
H36 -3.066634 2.395973 2.087505
H37 3.661175 0.142968 2.972095
H38 5.025652 -9.454500 -8.953220
H39 -5.148854 -1.501253 -1.085852
H40 -7.096840 3.370120 8.318350
H41 -13.028738 2.859547 -1.724652
H42 1.699997 -9.372738 -3.935510
H43 4.058110 -4.021905 -7.311647
H44 -13.513228 4.901491 -0.421424
H45 -8.921464 4.665252 7.270647
H46 10.558277 4.258419 0.257935
H47 -11.222782 1.331052 -1.003401
H48 5.871831 10.612668 3.424431
H49 2.139261 1.379170 -5.046609
H50 4.202420 8.858958 3.914248
H51 -5.466038 2.165033 6.905035
H52 -9.921472 1.834982 1.026906
H53 -2.721932 -0.083754 3.639001
H54 3.608140 -7.489578 -9.437191
H55 2.201051 -1.087660 3.024902
H56 -9.130674 4.740038 4.811195
H57 0.754300 -3.880806 -0.776960
H58 6.116895 1.099605 1.445177
H59 2.885400 -3.848326 -3.200009
H60 8.125408 9.985364 2.630663
H61 4.436520 4.089210 -8.480245
H62 1.690859 -7.040503 -3.108919
H63 -1.463101 6.363172 2.173285
H64 3.312682 -0.078724 -0.791169
H65 6.435592 5.339285 -0.124652
H66 -3.331971 2.542757 9.325763
H67 -3.314688 4.793937 2.639825
H68 4.763938 0.783108 -0.321003
H69 -1.736436 -1.252111 6.592005
H70 -3.365301 -2.917068 -0.344167
H71 10.083159 2.071429 -0.789872
H72 -0.977602 1.570492 1.067050
H73 -2.106042 -7.716044 -1.252372
H74 0.878424 3.139056 0.611054
H75 5.644201 1.762845 2.987124
H76 2.645000 -2.050719 -7.792708
H77 5.254678 -0.569776 3.214553
H78 4.846005 1.655932 -8.348248
H79 -2.091380 -10.046189 -2.069810
H80 0.635149 5.534209 1.167047
H81 1.355778 -0.983082 -5.974344

Force components x, y, z for each atom (eV/Å):
-0.3188 -0.0905 -0.1612
0.0957 0.0542 0.2157
0.7060 -0.4605 -0.1725
0.1836 -0.6387 0.3688
-0.6955 0.0643 0.0109
-0.5954 0.5667 0.1235
-0.2384 -0.1564 -0.8178
0.0516 0.1444 -0.3491
1.1274 -0.2623 -0.1162
0.0012 0.0943 0.0484
0.0107 -0.0135 0.0105
-0.0140 -0.0252 0.0303
0.0097 -0.0069 -0.0075
-0.1370 0.4575 -0.1519
-0.1015 -0.0918 0.1899
0.0142 -0.0020 -0.0209
-0.1824 -0.3000 -0.3319
-0.0143 -0.0183 -0.0185
-0.3217 0.0412 0.3173
-0.0202 -0.0189 -0.0090
0.1501 0.0388 0.2834
-0.0170 -0.0070 -0.0015
0.4765 0.0057 0.1310
0.0061 -0.0194 0.0290
-0.0049 -0.0066 0.0069
0.0058 -0.0009 0.0123
-0.0039 -0.0050 -0.0102
0.0008 0.0096 0.0040
0.0202 0.0132 0.0263
0.0446 -0.0540 0.0050
-0.0192 0.0106 0.0006
-0.0041 -0.0001 -0.0020
0.0018 0.0033 0.0009
0.0032 0.0013 -0.0036
0.0035 0.0025 -0.0569
0.3560 -0.1076 -0.0291
0.0002 0.0006 0.0035
-0.0099 0.0723 -0.1155
-0.0101 -0.0041 -0.0112
-0.0008 0.0024 -0.0021
-0.0019 -0.0014 0.0040
0.0056 0.0237 -0.0185
0.0000 -0.0100 0.0138
0.0077 0.0040 -0.0058
0.0079 0.0076 -0.0091
0.0020 -0.0005 0.0048
-0.0402 0.0082 -0.0009
0.1146 -0.3239 -0.3271
-0.0008 0.0153 -0.0223
-0.0339 0.0106 0.0213
-0.0029 0.0187 0.0147
-0.0240 -0.0386 0.0098
-0.1731 0.1375 0.4274
-0.1327 0.2485 0.0000
0.0023 -0.0064 -0.0001
-0.0031 0.0100 -0.0141
-0.0048 0.0191 -0.0135
-0.1639 -0.0788 -0.1432
0.0012 -0.0104 0.0048
0.0733 0.0530 -0.0045
0.0165 0.3641 0.3292
0.0073 -0.0163 0.0195
-0.4312 0.0946 0.1402
-0.0190 0.0165 0.0017
-0.0025 0.3876 -0.0925
0.0021 -0.0162 -0.0260
0.5125 -0.1376 0.2817
-0.0292 -0.2299 0.0741
-0.0082 0.0001 0.0094
-0.0017 -0.0103 0.0063
-0.0036 0.0115 -0.0187
0.0018 0.0125 -0.0131
0.0313 0.0060 0.0147
0.0043 -0.0073 0.0031
-0.0019 -0.0016 0.0100
-0.0145 0.0146 -0.0214
-0.0071 -0.0015 -0.0098
0.0020 0.0078 -0.0036
-0.0158 -0.0108 0.0002
0.0008 -0.0047 -0.0012
-0.0096 -0.0059 0.0015
0.0028 0.0071 0.0149
0.0105 -0.0236 -0.0046
0.0298 -0.0240 -0.0098
-0.6065 0.2762 0.0943
-0.4082 0.0517 -0.1898
-0.0021 0.0044 -0.0082
0.3127 0.0083 -0.1077
0.0040 0.0128 0.0044
-0.0019 0.0052 -0.0181
-0.0082 0.0009 -0.0037
0.0098 0.0061 0.0128
-0.0014 -0.0042 -0.0008
0.0093 0.0000 0.0026
-0.0040 0.0139 -0.0185
0.1788 -0.0490 0.1460
0.0381 -0.0179 -0.2511
0.0027 -0.0049 0.0035
0.0046 -0.0009 0.0146
-0.0068 -0.0107 -0.0072
0.3929 0.0230 0.2592
0.0020 0.0320 0.0790
0.0405 0.0171 0.0100
0.0396 0.2262 -0.1317
-0.0035 -0.0044 -0.0031
-0.0019 -0.0076 0.0057
0.0160 0.1477 -0.0197
0.0070 0.0116 -0.0160
-0.0053 -0.0003 -0.0035
0.4254 -0.4586 -0.2418
0.0049 0.0012 0.0053
-0.0473 -0.0571 0.0079
-0.5453 0.1483 0.0970
0.0020 0.0035 0.0001
0.0192 0.0070 0.0140
0.0019 0.0219 -0.0331
0.1782 -0.3069 0.1814
-0.1171 0.2599 0.0914
0.0018 -0.0027 0.0006
0.0305 0.0015 0.0017
-0.0076 0.0017 0.0168
0.0010 0.0037 -0.0137
-0.0060 -0.0020 0.0030
0.0103 0.0540 -0.0139
-0.0399 -0.0457 0.0468
0.0050 0.0007 -0.0002
0.0317 -0.2100 -0.1053
0.0026 0.0040 0.0040
0.0022 0.0027 -0.0055
-0.0388 0.0024 -0.0092
0.0085 -0.0037 0.0041
-0.0027 0.0010 -0.0013
-0.0072 -0.0039 0.0012
0.0037 0.0011 -0.0035
-0.0004 -0.0121 0.0152
0.0017 0.0029 0.0051
0.0146 -0.0061 0.0109
-0.0030 0.0004 0.0023
-0.0005 -0.0036 -0.0083
-0.0948 -0.0215 0.0522
-0.1223 0.1904 0.0829
-0.0011 -0.0016 -0.0038
-0.0440 0.0761 0.1073
-0.0011 0.0042 0.0020
0.0697 0.0136 -0.1839
0.1228 0.0534 -0.1373
-0.0359 -0.0531 -0.0282
0.0000 0.0023 -0.0050
0.0051 0.0033 0.0021
-0.0161 0.0245 -0.0032
0.0026 0.0026 0.0043
-0.1256 -0.0300 -0.0696
0.0047 0.0071 0.0076
-0.0043 0.0037 0.0001
-0.0015 -0.0029 0.0022
0.1662 0.0183 0.0161
0.0028 -0.0062 0.0047
0.0126 -0.0799 -0.1362
0.0002 -0.0054 0.0039
-0.0019 -0.0096 0.0140
-0.0061 -0.0068 0.0010
0.0033 0.0006 -0.0059
-0.0586 0.1005 0.1349
-0.0015 0.0031 -0.0012
-0.0668 -0.2360 0.1731
0.0002 -0.0025 -0.0027
-0.0066 0.0013 -0.0058
0.0011 0.0056 -0.0065
-0.0112 -0.0104 -0.0221

As for the SMILES: CCP(C)c1cc2c(cc1OB(O)O)Nc1cc(CCC(N)=O)c(Cl)cc1S2.c1ccccc1.c1ccccc1.c1ccccc1.c1ccccc1.c1ccccc1.c1ccccc1.c1ccccc1.c1ccccc1.c1ccccc1.c1ccccc1. The value obtained for the total energy is -126696.9283 eV. As for the max |F|: 0.0226 hartree/bohr.


> The lowest max |F| belongs to which entry?

C78H81BClN2O4PS


> Which of these has the lowest max |F|?

C78H81BClN2O4PS